--- A ---
Molecular formula: C3H6NO3
Method: DFT, wB97M-V/def2-TZVPD

Structure (ORCA input):
```
! wB97M-V def2-TZVPD RIJCOSX def2/J DEFGRID3
* xyz 1 1
C 1.485 0.161 0.001
C 0.144 -1.373 0.051
C -0.003 0.094 0.399
N -0.933 0.700 -0.703
O 2.245 1.035 -0.238
O 1.515 -1.134 -0.209
O -0.501 0.521 1.620
H -0.069 -2.142 0.845
H -0.451 -1.765 -0.760
H -1.075 1.587 -0.510
H -1.863 0.350 -0.799
H -0.377 0.575 -1.613
H -0.117 1.391 1.917
*
```

Summary:
gap between HOMO and LUMO = 11.6 eV

natural (NBO) atomic charges, in units of e:
1 C 0.7322
2 C -0.1243
3 C 0.2864
4 N -0.6756
5 O -0.4570
6 O -0.4144
7 O -0.6539
8 H 0.2504
9 H 0.2089
10 H 0.4223
11 H 0.4479
12 H 0.4562
13 H 0.5210

=====

--- B ---
Molecular formula: C3H6NO3
Method: DFT, wB97M-V/def2-TZVPD

Structure (ORCA input):
```
! wB97M-V def2-TZVPD RIJCOSX def2/J DEFGRID3
* xyz 1 1
N -1.079 0.135 -0.500
C -0.264 -0.235 0.706
C 0.948 0.587 0.677
O 1.177 1.743 1.240
O 1.308 0.474 -0.856
C 1.458 -0.586 0.069
O 2.193 -1.679 0.113
H -0.422 0.435 -1.295
H -1.779 0.925 -0.207
H -1.697 -0.493 -0.974
H -0.639 -0.912 1.391
H 1.958 2.250 1.068
H 2.654 -1.777 -0.727
*
```

Summary:
gap between HOMO and LUMO = 9.9 eV
structure (SMILES) = [NH3+][C@@H]1[C@]2(O)O[C@]12O

natural (NBO) atomic charges, in units of e:
1 N -0.7196
2 C -0.2038
3 C 0.4343
4 O -0.6362
5 O -0.5435
6 C 0.5912
7 O -0.6042
8 H 0.4712
9 H 0.4489
10 H 0.4400
11 H 0.2641
12 H 0.5323
13 H 0.5254

=====

Stability check: which of them is least stable? B.

=====

--- A ---
Molecular formula: C5H8IN2O
Method: DFT, wB97M-V/def2-TZVPD

Structure (ORCA input):
```
! wB97M-V def2-TZVPD RIJCOSX def2/J DEFGRID3
* xyz 1 1
C -0.079 1.351 -1.100
C 0.201 0.580 0.203
C -0.517 -0.725 0.189
N -0.959 -1.795 0.220
N -1.718 -2.793 -0.027
C 1.571 0.404 0.843
C 2.454 -0.414 -0.022
O 2.006 -1.348 -0.578
I 4.523 -0.131 0.028
H -1.119 1.725 -0.983
H 0.081 0.738 -1.941
H 0.683 2.026 -1.239
H -0.270 1.131 1.057
H -2.560 -2.974 0.598
H -1.415 -3.570 -0.607
H 1.508 -0.016 1.803
H 2.105 1.459 0.898
*
```

Summary:
gap between HOMO and LUMO = 9.3 eV
structure (SMILES) = C[C@@H](C#[N+]N)CC(=O)I

natural (NBO) atomic charges, in units of e:
1 C -0.5931
2 C -0.3139
3 C 0.5989
4 N -0.0652
5 N -0.5922
6 C -0.5179
7 C 0.4340
8 O -0.5337
9 I 0.1682
10 H 0.2442
11 H 0.2347
12 H 0.2417
13 H 0.2892
14 H 0.4365
15 H 0.4373
16 H 0.2667
17 H 0.2646

=====

--- B ---
Molecular formula: C5H8IN2O
Method: DFT, wB97M-V/def2-TZVPD

Structure (ORCA input):
```
! wB97M-V def2-TZVPD RIJCOSX def2/J DEFGRID3
* xyz 1 1
C 3.239 -1.353 -1.243
C 2.883 -0.011 -0.945
C -3.040 0.365 0.152
C -0.624 0.351 1.136
C -1.961 0.934 1.076
N 2.157 -2.124 -1.138
N 1.623 -0.061 -0.593
O 1.180 -1.310 -0.752
I -0.550 2.212 -0.032
H 4.235 -1.831 -1.380
H 3.422 0.863 -0.636
H -2.677 -0.715 -0.116
H -3.237 0.953 -0.723
H -4.096 0.238 0.694
H -0.037 0.508 2.011
H -0.470 -0.463 0.433
H -2.046 1.447 2.056
*
```

Summary:
gap between HOMO and LUMO = 9.9 eV

natural (NBO) atomic charges, in units of e:
1 C -0.0822
2 C -0.0695
3 C -0.6757
4 C -0.3478
5 C -0.1804
6 N -0.0450
7 N -0.1572
8 O -0.1449
9 I 0.5931
10 H 0.2581
11 H 0.2482
12 H 0.2496
13 H 0.2628
14 H 0.2823
15 H 0.2664
16 H 0.2705
17 H 0.2718

=====

Stability check: which of them is least stable? B.

=====

--- A ---
Molecular formula: C3H7ClOS
Method: DFT, wB97M-V/def2-TZVPD

Structure (ORCA input):
```
! wB97M-V def2-TZVPD RIJCOSX def2/J DEFGRID3
* xyz 0 1
C -1.227 1.087 -0.104
C -0.199 -1.394 0.295
C -0.056 0.118 -0.333
O 1.694 1.910 -0.320
S 1.385 0.792 0.541
Cl 3.007 -1.120 -0.111
H -0.994 2.024 -0.405
H -2.095 0.655 -0.490
H -1.337 1.112 1.002
H -0.687 -1.306 1.279
H 0.839 -1.752 0.387
H -0.758 -2.149 -0.434
H 0.428 0.023 -1.306
*
```

Summary:
gap between HOMO and LUMO (alpha / beta) = 8.4 / 8.4 eV

natural (NBO) atomic charges, in units of e:
1 C -0.6089
2 C -0.6524
3 C -0.4194
4 O -0.8182
5 S 1.3652
6 Cl -0.4786
7 H 0.2271
8 H 0.2341
9 H 0.2039
10 H 0.2076
11 H 0.2562
12 H 0.2341
13 H 0.2493

=====

--- B ---
Molecular formula: C3H7ClOS
Method: DFT, wB97M-V/def2-TZVPD

Structure (ORCA input):
```
! wB97M-V def2-TZVPD RIJCOSX def2/J DEFGRID3
* xyz 0 1
C 0.531 -0.575 1.217
C -0.083 -1.258 -0.014
C -1.437 -0.707 -0.383
S -1.825 -0.163 -1.832
Cl -2.548 -0.789 0.979
H 1.220 -1.285 1.781
H -0.339 -0.208 1.728
H 1.272 0.115 0.997
H -0.256 -2.408 0.052
H 0.551 -1.121 -0.854
O -0.941 2.391 -1.105
H -1.198 2.994 -1.802
H -1.770 2.447 -0.547
*
```

Summary:
gap between HOMO and LUMO = 8.9 eV
structure (SMILES) = CCC(=S)Cl.O

natural (NBO) atomic charges, in units of e:
1 C -0.6166
2 C -0.4886
3 C -0.1706
4 S 0.1569
5 Cl -0.0132
6 H 0.2162
7 H 0.2205
8 H 0.2198
9 H 0.2309
10 H 0.2328
11 O -0.9276
12 H 0.4688
13 H 0.4708

=====

Stability check: which of them is least stable? A.